No. 1
# C11H13BrRu

A molecular structure, C11H13BrRu (the ωB97M-V functional and the def2-TZVPD basis, the OMol25 dataset).

Atoms and positions in Å:
C -1.99 -0.53 0.19
C -1.89 -1.03 1.55
C -1.62 0.09 2.41
H -1.95 -2.04 1.92
C -1.51 1.26 1.59
C -1.76 0.88 0.23
H -1.79 1.58 -0.61
H -2.18 -1.13 -0.70
H -1.46 0.05 3.48
H -1.26 2.22 2.00
Ru 0.11 -0.27 1.14
Br 2.42 -0.45 0.46
C 2.07 0.84 -2.09
C 0.96 1.63 -2.50
C -0.03 0.74 -3.02
H 0.91 2.73 -2.46
C 0.42 -0.60 -2.84
C 1.73 -0.55 -2.29
H 2.33 -1.41 -2.04
H 3.00 1.25 -1.67
H -0.97 1.05 -3.50
H -0.10 -1.50 -3.13
C 0.97 -1.08 2.77
H 0.40 -1.14 3.71
H 1.91 -0.53 2.97
H 1.28 -2.08 2.44

Values from the calculation:
charge	-1
2S+1	6
orbital gap (spin up / spin down)	4.0 / 5.8	eV
LUMO (spin up / spin down)	3.61 / 1.89	eV

---

No. 2
# C11H13Cl2FN2O7

2 unconnected molecules or ions with the total composition C11H13Cl2FN2O7 (the ωB97M-V functional and the def2-TZVPD basis, the OMol25 dataset).

Atoms and positions in Å:
C 1.46 -3.93 1.50
C 1.71 -2.87 0.47
O 2.57 -2.89 -0.36
N 0.79 -1.75 0.57
O 0.77 -1.07 -0.68
C -0.50 -0.64 -1.05
O -0.59 0.30 -1.79
N -1.54 -1.44 -0.61
C -2.61 -0.93 0.16
Cl -2.80 0.78 0.20
C -3.44 -1.72 0.83
C -4.61 -1.30 1.67
Cl -3.17 -3.44 0.74
C 1.17 -0.75 1.59
C 2.40 0.05 1.28
O 0.50 -0.66 2.57
H 1.85 -4.88 1.14
H 1.95 -3.65 2.44
H 0.39 -4.01 1.72
H -1.19 -2.28 -0.16
H -4.48 -0.28 2.03
H -5.54 -1.39 1.11
H -4.68 -1.96 2.54
H 2.32 0.53 0.31
H 2.52 0.80 2.06
H 3.27 -0.61 1.27
O 0.38 6.45 -1.37
C 0.70 5.37 -1.74
O -0.15 4.34 -1.97
C 0.59 3.26 -2.55
C 2.00 3.57 -2.10
F 2.94 3.22 -3.01
O 1.98 4.98 -1.97
H 0.52 3.32 -3.64
H 0.21 2.31 -2.19
H 2.28 3.14 -1.14

Values from the calculation:
2S+1	1
orbital gap	9.1	eV
LUMO	-0.08	eV

---

No. 3
# C11H13ClCoO3S

A molecular structure, C11H13ClCoO3S (the ωB97M-V functional and the def2-TZVPD basis, the OMol25 dataset).

Atoms and positions in Å:
C -2.37 -1.22 -0.39
C -1.77 -1.36 -1.70
C -1.63 -0.08 -2.27
H -1.53 -2.31 -2.18
C -2.03 0.90 -1.33
C -2.52 0.26 -0.16
H -3.06 0.70 0.68
H -2.84 -2.00 0.23
H -1.31 0.13 -3.30
H -2.05 1.98 -1.53
Co -0.88 -0.83 0.94
Cl 0.27 -2.62 0.73
C 2.39 -0.10 -0.20
C 1.96 1.14 -0.78
C 1.55 0.87 -2.13
H 1.93 2.10 -0.27
C 1.68 -0.54 -2.36
C 2.21 -1.14 -1.17
H 2.33 -2.20 -1.00
H 2.74 -0.25 0.83
H 1.15 1.60 -2.83
H 1.33 -1.08 -3.25
C 1.08 0.42 3.29
S -0.44 1.12 2.65
O -1.55 0.16 2.90
O -0.67 2.42 3.23
O -0.17 1.09 1.15
H 1.16 0.45 4.39
H 1.89 1.02 2.86
H 1.17 -0.63 2.96

Values from the calculation:
charge	-2
2S+1	4
orbital gap (spin up / spin down)	4.6 / 4.6	eV
LUMO (spin up / spin down)	5.14 / 5.14	eV

---

No. 4
# C11H13ClNO5S2

2 unconnected molecules or ions with the total composition C11H13ClNO5S2 (the ωB97M-V functional and the def2-TZVPD basis, the OMol25 dataset).

Atoms and positions in Å:
C -5.24 2.52 -0.01
S -4.26 2.98 1.44
C -2.91 1.81 1.16
C -1.72 2.20 2.05
C -1.13 3.57 1.86
O -1.34 1.42 2.91
H -5.78 3.42 -0.31
H -4.61 2.17 -0.84
H -5.95 1.75 0.30
H -3.26 0.82 1.49
H -2.60 1.78 0.11
H -1.34 3.99 0.88
H -1.52 4.22 2.66
H -0.05 3.49 2.01
O 5.60 -4.31 -1.56
N 4.79 -3.70 -2.29
O 4.77 -3.85 -3.54
C 3.83 -2.83 -1.69
C 2.85 -2.23 -2.49
C 1.73 -1.66 -1.89
C 1.57 -1.71 -0.50
S -0.03 -1.27 0.23
C -0.05 0.42 0.63
Cl 0.03 1.57 -0.58
O -1.00 -1.54 -0.80
O -0.07 -1.95 1.51
C 2.61 -2.20 0.31
C 3.75 -2.75 -0.28
H 2.97 -2.25 -3.57
H 0.96 -1.21 -2.52
H 0.31 0.70 1.61
H 2.53 -2.18 1.39
H 4.55 -3.18 0.31

Values from the calculation:
charge	-1
2S+1	1
orbital gap	5.1	eV
LUMO	1.66	eV

---

No. 5
# C11H13FSi

C11H13FSi in the gas phase (the ωB97M-V functional and the def2-TZVPD basis, the OMol25 dataset).

Atoms and positions in Å:
C 4.01 2.23 0.61
C 3.03 1.24 0.32
C 2.03 0.54 0.29
C 1.24 -0.66 0.23
C 2.01 -1.85 0.30
C 1.30 -3.05 0.24
C -0.06 -3.20 0.01
C -0.79 -1.98 0.17
C -0.24 -0.72 0.14
Si -1.51 0.72 0.05
C -2.15 0.99 -1.68
C -2.89 0.61 1.34
F -0.68 2.05 0.50
H 3.57 2.93 1.40
H 4.20 3.04 -0.24
H 5.15 2.02 0.90
H 3.04 -1.86 0.40
H 1.95 -3.90 0.22
H -0.43 -4.12 0.17
H -1.93 -1.97 0.24
H -1.90 0.38 -2.53
H -3.30 1.01 -1.55
H -1.80 2.06 -1.88
H -3.65 -0.12 0.84
H -2.53 0.07 2.18
H -3.40 1.53 1.51

Values from the calculation:
2S+1	1
orbital gap	9.0	eV
LUMO	0.60	eV

---

No. 6
# C11H13FeN3O5P

A molecular structure, C11H13FeN3O5P (the ωB97M-V functional and the def2-TZVPD basis, the OMol25 dataset).

Atoms and positions in Å:
O -1.48 -3.72 -1.89
C -0.83 -2.86 -2.26
Fe 1.07 -0.16 -2.15
O 2.75 -2.46 -1.42
C 2.03 -1.59 -1.70
C 2.23 1.16 -2.19
O 3.06 1.98 -2.27
C -0.28 0.08 -3.63
O -1.15 0.46 -4.39
C 0.78 -0.88 -3.95
O 1.24 -1.42 -4.92
H -0.20 0.56 -2.42
C 0.48 0.05 2.89
N 0.66 1.28 2.09
C -0.63 2.01 2.00
N -1.70 1.17 1.44
C -1.86 -0.04 2.28
N -0.60 -0.82 2.37
C -0.24 -1.43 1.07
P 0.11 -0.12 -0.22
C 1.22 0.98 0.77
C -1.48 0.83 0.03
H 0.23 0.36 3.92
H 1.41 -0.52 2.88
H -0.50 2.90 1.36
H -0.91 2.33 3.02
H -2.63 -0.68 1.82
H -2.16 0.28 3.29
H 0.65 -2.06 1.21
H -1.07 -2.07 0.74
H 1.37 1.93 0.23
H 2.20 0.49 0.89
H -2.32 0.24 -0.35
H -1.43 1.77 -0.54

Values from the calculation:
charge	+1
2S+1	5
orbital gap (spin up / spin down)	7.0 / 4.4	eV
LUMO (spin up / spin down)	-3.27 / -7.92	eV

---

Q: What is the 2S+1 in the fifth record?
A: 1